{"formula": "C19H8Br8O5PtS", "method": "the ωB97M-V functional and the def2-TZVPD basis", "elements": ["Pt", "Br", "C", "C", "Br", "C", "Br", "C", "O", "C", "O", "C", "Br", "Br", "C", "C", "Br", "C", "Br", "C", "O", "C", "O", "C", "Br", "C", "S", "O", "C", "C", "C", "C", "C", "C", "H", "H", "H", "H", "H", "H", "H", "H"], "xyz": [[1.023554, 0.776956, -0.544243], [0.758112, 3.839727, 5.698838], [1.331743, 2.843397, 4.189754], [2.551496, 2.194531, 4.190599], [3.695899, 2.288927, 5.700195], [2.948195, 1.456798, 3.060744], [4.594323, 0.523455, 2.996103], [2.148442, 1.366187, 1.926640], [2.486054, 0.701064, 0.856557], [0.882430, 2.047455, 1.923763], [0.121086, 1.915554, 0.871917], [0.504779, 2.759215, 3.055590], [-1.205935, 3.574985, 2.991335], [1.839995, -1.602070, -7.015806], [1.124001, -0.779669, -5.463267], [-0.033699, -0.027690, -5.532319], [-0.939623, 0.208842, -7.181766], [-0.532296, 0.585295, -4.370706], [-2.133947, 1.595002, -4.369079], [0.117881, 0.465249, -3.151283], [-0.308074, 1.030661, -2.049809], [1.312670, -0.317630, -3.076043], [1.868539, -0.459530, -1.899911], [1.785566, -0.925276, -4.231753], [3.348025, -1.978810, -4.043157], [-4.103466, -0.885112, -0.196771], [-2.473845, -0.526006, -0.912365], [-2.316576, -1.526182, -2.003405], [-1.547848, -1.147560, 0.498481], [-1.560079, -0.454144, 1.700891], [-0.797705, -0.922723, 2.757984], [-0.026790, -2.069670, 2.604167], [-0.018339, -2.747086, 1.393758], [-0.781941, -2.285993, 0.329365], [-4.167268, -1.951244, 0.019146], [-4.838395, -0.601545, -0.949447], [-4.242294, -0.293571, 0.707746], [-2.092076, 0.485179, 1.789685], [-0.769458, -0.364801, 3.686133], [0.593293, -2.415064, 3.422395], [0.613238, -3.616984, 1.262913], [-0.759665, -2.760119, -0.643567]], "forces_ev_per_a": [[0.2, 0.1, -0.2], [0.0, 0.0, 0.0], [0.0, 0.0, 0.0], [0.0, 0.0, 0.0], [0.0, 0.0, 0.0], [0.0, 0.0, 0.0], [0.0, 0.0, 0.0], [0.0, 0.1, -0.1], [-0.2, -0.2, 0.2], [0.0, -0.2, 0.1], [0.1, 0.2, -0.1], [0.0, 0.0, 0.0], [0.0, 0.0, 0.0], [0.0, 0.0, 0.0], [0.0, 0.0, 0.0], [0.0, 0.0, 0.0], [0.0, 0.0, 0.0], [0.0, 0.0, 0.0], [0.0, 0.0, 0.0], [0.0, 0.0, 0.0], [-0.1, -0.1, 0.1], [-0.2, -0.1, 0.1], [0.2, 0.2, -0.1], [0.0, 0.0, 0.0], [0.0, 0.0, 0.0], [0.0, 0.0, 0.0], [-0.1, 0.0, 0.1], [0.0, 0.0, 0.0], [-0.1, 0.0, 0.0], [0.1, 0.0, 0.0], [0.0, 0.0, 0.0], [0.0, 0.0, 0.0], [0.0, 0.0, 0.0], [0.0, 0.0, 0.0], [0.0, 0.0, 0.0], [0.0, 0.0, 0.0], [0.0, 0.0, 0.0], [0.0, 0.0, 0.0], [0.0, 0.0, 0.0], [0.0, 0.0, 0.0], [0.0, 0.0, 0.0], [0.0, 0.0, 0.0]], "total_energy_ev": -604494.3789, "homo_ha": -0.0589, "charge": -2, "multiplicity": 1, "relative_energy_kcal_mol": 9.7}